1.
DFT (wB97M-V/def2-TZVPD) results for a molecular structure, C14H26F3N2O6PS2.

Each line ends with the Löwdin charge.
Positions of all 54 atoms, in Å:
C  3.726  -0.061  2.318  -0.302
P  2.255  0.805  1.495  0.917
C  1.953  2.508  2.233  -0.283
C  0.734  -0.297  1.463  -0.511
O  0.221  -0.891  2.725  -0.229
S  -0.935  -1.944  2.059  0.794
O  -2.076  -1.845  3.033  -0.301
O  -0.606  -3.413  2.038  -0.282
O  -1.282  -1.196  0.570  -0.229
C  -0.589  0.110  0.651  -0.725
S  0.080  0.635  -1.007  0.790
C  -1.713  1.010  1.331  -0.131
C  -1.404  2.580  1.367  -0.096
C  -1.493  3.247  2.790  -0.131
F  -1.780  4.639  2.824  0.011
C  -1.348  2.631  4.028  -0.179
F  -0.735  1.407  4.270  0.075
F  -1.805  3.302  5.182  0.059
H  3.770  -1.150  2.001  0.046
H  3.693  -0.041  3.456  0.046
H  4.665  0.440  1.901  0.046
H  1.144  2.573  3.023  0.024
H  2.902  2.942  2.709  0.061
H  1.717  3.209  1.355  0.038
H  1.103  -1.226  0.887  0.120
H  0.867  1.774  -0.832  -0.136
H  -2.648  0.886  0.677  0.143
H  -2.042  0.632  2.364  0.119
H  -2.186  3.111  0.717  0.139
H  -0.413  2.745  0.826  0.083
C  1.501  4.474  -3.609  -0.002
C  2.099  3.370  -2.779  -0.535
O  1.878  3.265  -1.575  -0.038
N  2.906  2.474  -3.401  0.017
C  3.284  2.429  -4.798  -0.069
H  0.882  5.108  -2.974  0.087
H  2.292  5.087  -4.044  0.088
H  0.872  4.052  -4.395  0.090
H  3.270  1.763  -2.781  0.146
H  2.962  1.471  -5.211  0.088
H  4.372  2.497  -4.862  0.086
H  2.838  3.237  -5.372  0.076
C  -3.361  -6.458  -2.312  -0.017
C  -3.239  -5.027  -1.858  -0.555
O  -3.545  -4.087  -2.580  0.021
N  -2.771  -4.798  -0.602  0.010
C  -2.360  -5.763  0.392  -0.080
H  -3.746  -6.482  -3.331  0.082
H  -2.381  -6.940  -2.301  0.083
H  -4.056  -6.998  -1.667  0.083
H  -2.717  -3.817  -0.367  0.131
H  -2.980  -5.625  1.281  0.089
H  -1.318  -5.563  0.650  0.071
H  -2.455  -6.788  0.041  0.073

Cartesian forces (eV/Å) of the 3 atoms listed first:
-0.17 -0.38 0.80
0.71 0.45 -1.16
0.01 0.85 0.64

## Properties
* gap between HOMO and LUMO: 8.443 eV
* 2S+1: 1
* HOMO level: -8.33 eV
* total charge: 0

2.
DFT (wB97M-V/def2-TZVPD) results for a molecular structure, C52H47N4O3P2SbSe4SiTc.

Each line ends with the Löwdin charge.
Positions of all 115 atoms, in Å:
Tc  0.722  0.008  -0.619  0.685
C  -4.171  0.087  -1.975  -0.111
Si  -2.734  0.371  -0.752  0.621
C  -3.025  -1.006  0.521  -0.232
C  -4.389  -1.119  0.807  -0.114
C  -4.901  -2.182  1.521  -0.058
C  -4.048  -3.186  1.952  -0.050
C  -2.688  -3.041  1.770  -0.070
C  -2.166  -1.941  1.100  -0.385
P  -0.358  -1.655  1.083  1.098
C  0.488  -3.289  1.243  -0.313
C  1.403  -3.683  0.273  -0.103
C  2.167  -4.827  0.420  -0.063
C  2.019  -5.614  1.546  -0.066
C  1.105  -5.244  2.519  -0.059
C  0.359  -4.088  2.383  -0.102
C  -0.222  -1.251  2.890  -0.340
C  0.996  -1.415  3.548  -0.121
C  1.115  -1.144  4.898  -0.057
C  0.005  -0.748  5.625  -0.078
C  -1.218  -0.611  4.991  -0.088
C  -1.327  -0.832  3.628  -0.103
C  -2.745  2.031  0.196  -0.220
C  -3.982  2.591  0.522  -0.088
C  -4.096  3.845  1.088  -0.054
C  -2.951  4.585  1.341  -0.046
C  -1.716  4.033  1.083  -0.100
C  -1.594  2.759  0.525  -0.348
P  0.154  2.176  0.430  1.038
C  0.942  3.553  -0.482  -0.398
C  2.338  3.599  -0.436  -0.252
C  3.042  4.560  -1.138  -0.086
C  2.355  5.493  -1.898  -0.056
C  0.975  5.432  -1.980  -0.054
C  0.267  4.465  -1.285  -0.083
C  0.577  2.633  2.167  -0.365
C  -0.288  2.112  3.127  -0.102
C  -0.121  2.415  4.463  -0.060
C  0.925  3.231  4.864  -0.060
C  1.793  3.748  3.919  -0.063
C  1.624  3.456  2.576  -0.079
H  -4.816  0.959  -2.012  0.044
H  -3.855  -0.151  -2.987  0.036
H  -4.771  -0.747  -1.635  0.031
H  -5.062  -0.351  0.460  0.090
H  -5.961  -2.249  1.715  0.111
H  -4.434  -4.066  2.442  0.112
H  -2.027  -3.802  2.152  0.092
H  1.544  -3.091  -0.617  0.064
H  2.882  -5.088  -0.344  0.109
H  2.628  -6.495  1.677  0.109
H  0.982  -5.847  3.408  0.111
H  -0.298  -3.801  3.193  0.108
H  1.855  -1.802  3.017  0.100
H  2.072  -1.274  5.382  0.111
H  0.092  -0.554  6.684  0.111
H  -2.099  -0.342  5.558  0.114
H  -2.292  -0.702  3.153  0.107
H  -4.878  2.019  0.323  0.097
H  -5.070  4.249  1.317  0.112
H  -3.016  5.579  1.753  0.113
H  -0.825  4.596  1.321  0.116
H  2.869  2.854  0.156  0.064
H  4.122  4.561  -1.105  0.111
H  2.897  6.258  -2.427  0.111
H  0.441  6.138  -2.596  0.111
H  -0.811  4.433  -1.369  0.102
H  -1.115  1.484  2.820  0.095
H  -0.814  2.022  5.190  0.102
H  1.057  3.475  5.906  0.109
H  2.602  4.397  4.220  0.110
H  2.304  3.901  1.866  0.090
C  -2.423  2.400  -3.049  -0.046
C  -1.276  1.417  -2.857  -0.460
C  -1.074  0.585  -4.119  -0.012
O  -1.344  0.547  -1.695  -0.345
H  -2.099  3.147  -3.771  0.101
H  -2.682  2.906  -2.122  0.069
H  -3.309  1.918  -3.444  0.069
H  -0.389  2.051  -2.698  0.064
H  -1.803  -0.222  -4.160  0.089
H  -0.078  0.142  -4.157  0.054
H  -1.185  1.215  -4.997  0.100
O  -1.186  -2.594  -1.121  0.026
C  -0.469  -2.413  -2.087  -0.421
N  0.678  -1.653  -2.046  -0.016
C  1.304  -1.758  -3.241  -0.468
O  2.402  -1.225  -3.461  -0.246
C  0.476  -2.518  -4.188  -0.092
C  0.574  -2.761  -5.541  0.025
C  -0.490  -3.439  -6.140  -0.045
C  -1.587  -3.868  -5.407  -0.046
C  -1.675  -3.630  -4.036  0.018
C  -0.638  -2.939  -3.455  -0.086
H  1.425  -2.427  -6.114  0.126
H  -0.443  -3.632  -7.201  0.112
H  -2.396  -4.381  -5.904  0.111
H  -2.526  -3.948  -3.453  0.126
N  5.590  -2.249  0.062  0.164
C  4.649  -1.472  0.604  -0.376
C  3.432  -1.217  -0.073  -0.172
N  2.469  -0.446  0.441  -0.157
C  2.734  0.093  1.652  -0.163
C  3.913  -0.187  2.315  -0.114
N  4.859  -0.959  1.822  0.149
H  5.578  -2.476  -0.924  0.014
H  6.470  -2.315  0.547  0.116
H  3.265  -1.656  -1.049  0.090
H  1.993  0.745  2.091  0.072
H  4.082  0.237  3.294  0.120
Se  5.852  -1.771  -3.601  0.053
Sb  4.518  0.154  -3.977  0.197
Se  1.928  1.047  -2.181  0.476
Se  4.093  1.237  -1.760  0.273
Se  3.957  1.448  -5.871  0.034

Cartesian forces (eV/Å) of the 3 atoms listed first:
-0.87 -0.10 0.22
0.27 0.22 0.58
-0.40 0.36 0.01

## Properties
* gap between HOMO and LUMO (alpha / beta): 6.165 / 6.186 eV
* 2S+1: 1
* HOMO level (alpha / beta): -10.43 / -10.43 eV
* total charge: +1

3.
DFT (wB97M-V/def2-TZVPD) results for a molecular structure, C21H46AlBeCl3F6IN3O11S.

Each line ends with the Löwdin charge.
Positions of all 94 atoms, in Å:
C  3.985  -0.126  3.494  -0.120
C  2.872  -1.176  3.512  -0.252
C  3.269  -2.307  2.585  -0.212
O  2.452  -3.465  2.622  -0.077
C  1.293  -3.476  1.784  -0.275
C  0.280  -4.346  2.551  -0.198
C  0.377  -5.839  2.157  -0.098
C  -0.057  -6.238  0.758  -0.192
F  -1.420  -6.499  0.825  -0.059
N  -1.146  -3.868  2.475  0.100
C  -1.211  -2.370  2.644  -0.714
Cl  -0.412  -1.895  4.165  0.792
C  -2.650  -1.895  2.729  -0.198
C  -3.368  -2.153  1.436  -0.194
C  -3.768  -0.867  0.722  -0.146
C  -4.902  -0.158  1.481  -0.179
O  -5.676  0.704  0.608  -0.073
C  -6.701  0.003  0.048  -0.333
O  -7.598  -0.466  0.685  0.108
C  -0.512  -1.842  1.415  -0.168
N  0.896  -2.170  1.315  -0.068
C  1.322  -1.912  -0.067  -0.151
C  1.801  -0.440  -0.190  -0.269
C  3.231  -0.318  -0.739  -0.638
I  3.180  0.498  -2.694  0.979
H  3.602  0.747  4.013  0.072
H  4.145  0.179  2.465  0.021
H  4.899  -0.492  3.949  0.078
H  2.686  -1.550  4.511  0.104
H  1.993  -0.697  3.098  0.067
H  4.238  -2.648  2.949  0.128
H  3.461  -1.941  1.580  0.108
H  1.586  -4.066  0.915  0.147
H  0.581  -4.346  3.589  0.123
H  1.361  -6.195  2.435  0.127
H  -0.329  -6.356  2.806  0.120
H  0.192  -5.532  -0.030  0.117
H  0.417  -7.177  0.482  0.118
H  -1.648  -4.284  3.257  0.169
H  -1.662  -4.090  1.539  0.024
H  -3.127  -2.464  3.529  0.119
H  -2.661  -0.865  3.070  0.108
H  -2.726  -2.824  0.809  0.061
H  -4.303  -2.666  1.654  0.121
H  -2.946  -0.159  0.700  0.100
H  -4.140  -1.062  -0.279  0.123
H  -5.518  -0.850  2.045  0.124
H  -4.447  0.508  2.206  0.117
H  -6.668  -0.088  -1.040  0.149
H  -1.105  -2.227  0.580  0.111
H  -0.653  -0.761  1.399  0.137
H  2.173  -2.530  -0.324  0.114
H  0.544  -2.128  -0.797  0.125
H  1.097  0.147  -0.766  0.073
H  1.825  -0.016  0.812  0.096
H  3.736  -1.272  -0.800  0.045
H  3.830  0.327  -0.109  0.002
N  -3.503  3.524  0.284  -0.550
O  -3.963  4.657  0.714  -0.012
O  -3.710  3.316  -0.954  0.018
O  -2.867  2.803  0.970  0.196
Be  -3.094  5.293  -0.915  1.066
C  6.068  2.663  3.096  -1.035
Cl  7.385  3.833  2.990  0.517
Cl  5.159  2.549  1.583  0.528
H  6.485  1.689  3.319  0.022
H  5.390  2.973  3.881  0.024
O  1.154  4.640  -2.816  -0.278
S  0.483  4.608  -4.080  0.541
O  0.081  3.372  -4.664  -0.249
O  1.308  5.451  -5.126  -0.259
C  2.693  5.063  -5.361  -0.229
C  2.824  3.772  -6.140  -0.063
C  -0.922  5.667  -3.998  -0.130
H  3.219  5.009  -4.407  0.117
H  3.127  5.886  -5.924  0.121
H  2.433  2.923  -5.581  0.065
H  3.873  3.576  -6.360  0.089
H  2.268  3.829  -7.075  0.089
H  -0.637  6.628  -3.575  0.046
H  -1.643  5.157  -3.348  0.030
H  -1.341  5.790  -4.992  0.085
O  -7.510  2.309  2.824  -0.056
H  -8.381  2.538  2.487  0.035
H  -7.205  1.610  2.234  -0.005
F  0.772  -2.151  -5.801  -0.195
Al  1.792  -3.071  -4.820  -0.204
F  3.401  -2.650  -5.132  -0.207
F  1.559  -4.715  -5.096  -0.190
F  1.465  -2.705  -3.177  -0.212
O  -0.870  9.064  -3.755  -0.060
H  -1.264  9.942  -3.746  0.041
H  -0.158  9.131  -4.399  0.045
F  -1.843  -3.970  0.290  -0.354

Cartesian forces (eV/Å) of the 3 atoms listed first:
-0.87 -0.21 0.07
0.31 0.31 -0.86
0.66 -0.38 0.67

## Properties
* gap between HOMO and LUMO: 1.789 eV
* 2S+1: 1
* HOMO level: -8.71 eV
* total charge: 0

| no. | strongest force on any atom (eV/A) | energy (eV) |
| --- | --- | --- |
| 1 | 7.493 | -69311.337 |
| 2 | 2.394 | -363365.287 |
| 3 | 4.348 | -129318.682 |